{"formula": "C17H40InNO17PS4", "method": "wB97M-V/def2-TZVPD", "max_force_ev_per_a": 0.36, "total_charge": -1, "e_lumo_ev": 1.42, "energy_ha": -4129.7159, "species": ["C", "C", "C", "C", "N", "In", "C", "C", "C", "C", "P", "C", "O", "H", "H", "H", "H", "H", "H", "H", "H", "H", "H", "H", "H", "H", "H", "H", "H", "H", "H", "H", "H", "H", "H", "H", "H", "C", "C", "O", "S", "O", "O", "O", "H", "H", "H", "H", "C", "C", "O", "S", "O", "O", "O", "H", "H", "H", "H", "C", "C", "O", "S", "O", "O", "O", "H", "H", "H", "H", "C", "C", "O", "S", "O", "O", "O", "H", "H", "H", "H"], "positions_angstrom": [[1.740, 4.233, 1.635], [0.243, 4.104, 1.314], [-0.078, 4.082, -0.181], [0.468, 2.815, -0.862], [-0.383, 1.658, -0.604], [0.623, -0.246, -0.547], [0.542, -0.832, 1.612], [-0.051, 0.326, 2.418], [1.869, -1.250, 2.242], [2.494, -2.504, 1.632], [3.064, -0.060, -1.300], [3.007, 1.002, -2.796], [3.778, 1.145, -0.318], [2.102, 3.430, 2.281], [2.350, 4.187, 0.730], [1.956, 5.180, 2.134], [-0.287, 4.936, 1.789], [-0.155, 3.180, 1.742], [0.349, 4.977, -0.661], [-1.161, 4.113, -0.328], [1.468, 2.605, -0.465], [0.624, 3.031, -1.931], [-1.099, 1.634, -1.319], [-0.238, -1.380, -1.595], [-0.149, -1.683, 1.677], [-0.977, 0.712, 1.986], [-0.255, 0.041, 3.463], [0.650, 1.167, 2.455], [2.570, -0.406, 2.171], [1.733, -1.430, 3.323], [1.720, -3.250, 1.448], [2.969, -2.295, 0.670], [3.245, -2.957, 2.283], [3.933, 0.925, -3.372], [2.172, 0.675, -3.422], [2.848, 2.049, -2.526], [4.003, 0.732, 0.515], [-0.121, -7.392, -1.539], [-0.527, -6.896, -0.165], [0.651, -6.235, 0.306], [1.393, -5.498, -0.906], [0.987, -4.149, -0.989], [2.760, -5.870, -0.856], [0.653, -6.309, -2.073], [0.498, -8.287, -1.476], [-0.964, -7.564, -2.203], [-0.767, -7.701, 0.524], [-1.350, -6.180, -0.210], [-2.571, 4.363, 3.658], [-3.225, 5.633, 3.148], [-3.619, 6.316, 4.359], [-2.564, 6.038, 5.510], [-1.641, 7.112, 5.617], [-3.278, 5.619, 6.665], [-1.840, 4.816, 4.819], [-3.301, 3.617, 3.976], [-1.867, 3.928, 2.955], [-4.117, 5.450, 2.556], [-2.516, 6.245, 2.597], [-0.435, -11.008, -5.012], [-0.378, -12.491, -4.693], [-0.103, -12.515, -3.283], [-0.814, -11.291, -2.560], [-2.051, -11.687, -1.992], [0.157, -10.624, -1.772], [-1.120, -10.453, -3.877], [0.558, -10.563, -5.083], [-1.015, -10.779, -5.901], [0.428, -13.012, -5.201], [-1.330, -12.987, -4.884], [-0.683, 9.189, -1.685], [-1.671, 9.763, -0.687], [-2.434, 8.620, -0.287], [-1.502, 7.314, -0.254], [-1.035, 7.112, 1.070], [-2.178, 6.300, -0.970], [-0.311, 7.933, -1.105], [-1.142, 9.012, -2.659], [0.216, 9.787, -1.796], [-2.352, 10.489, -1.122], [-1.170, 10.189, 0.184]], "lowdin_charge": [-0.0886, -0.2647, -0.2264, -0.3767, -0.1821, 0.4771, -0.4648, -0.1988, -0.3445, -0.1314, 0.6363, -0.4079, -0.4625, 0.0631, 0.0670, 0.0619, 0.0630, 0.0746, 0.0959, 0.0886, 0.0647, 0.0939, -0.0072, -0.1147, 0.0652, 0.0442, 0.0606, 0.0509, 0.0871, 0.0956, 0.0527, 0.0313, 0.0629, 0.0058, 0.0152, 0.0110, -0.0092, -0.1663, -0.1579, -0.1906, 0.5791, -0.2270, -0.2192, -0.1917, 0.1068, 0.1324, 0.1332, 0.1349, -0.1275, -0.1361, -0.1938, 0.5697, -0.2280, -0.2341, -0.1815, 0.1351, 0.1122, 0.1374, 0.1009, -0.1477, -0.1523, -0.1864, 0.5837, -0.2123, -0.2180, -0.1922, 0.1369, 0.1354, 0.1350, 0.1337, -0.1535, -0.1633, -0.1921, 0.5855, -0.2175, -0.2041, -0.1829, 0.1338, 0.1342, 0.1324, 0.1340]}